24
Properties=species:S:1:pos:R:3 method="wB97M-V/def2-TZVPD" homo_energy_ev=-8.44 de_lowest_kcal_mol=78.43 largest_force_ev_per_a=3.78 total_energy_ev=-24453.8903 charge=0 lumo_ev=0.26 homo_lumo_gap_ev=8.7 smiles="CC(=O)[C@@]12CCCCC1=C(O)S2"
S -1.75 -0.72 -2.02
O -2.20 1.74 0.26
O -0.81 -3.08 -1.07
C 0.34 1.47 -0.91
C 1.41 1.70 0.15
C -2.02 -0.53 1.04
C -1.77 0.63 0.08
C 2.31 0.52 0.45
C -0.58 -1.76 -1.04
C 1.35 -0.66 0.41
C 0.22 -0.83 -0.56
C -0.68 0.30 -0.84
H 1.88 2.57 -0.19
H -1.04 -1.00 1.30
H 1.78 -1.63 0.54
H -2.45 0.00 1.90
H 2.67 0.77 1.43
H -1.68 -3.32 -1.39
H -0.14 2.45 -1.12
H 0.83 -0.60 1.34
H 0.92 1.94 1.07
H 1.03 1.15 -1.71
H -2.87 -1.38 0.95
H 3.22 0.26 -0.06



25
Properties=species:S:1:pos:R:3 method="wB97M-V/def2-TZVPD" homo_energy_ev="-7.70 / -7.70" de_lowest_kcal_mol=116.14 largest_force_ev_per_a=1.43 total_energy_ev=-26499.7662 charge=0 lumo_ev="-0.56 / -0.56" homo_lumo_gap_ev="7.1 / 7.1"
S 3.46 0.29 -0.46
O 4.90 0.39 -0.66
O -0.56 -1.00 0.27
O 1.21 1.91 0.79
C 0.52 1.06 -0.08
C 0.63 -0.42 0.30
C 3.02 -1.49 -0.17
C -1.59 -0.13 -0.26
C 1.71 -1.19 0.73
C -1.80 -0.50 -1.73
C -1.01 1.28 -0.11
C 3.09 -0.68 1.05
C -2.85 -0.35 0.56
H -2.07 -1.55 -1.81
H 1.40 -2.12 1.20
H 3.56 -0.69 2.01
H -1.30 1.93 -0.93
H -2.66 -0.16 1.61
H -3.20 -1.37 0.45
H -2.59 0.10 -2.16
H -0.88 -0.35 -2.29
H 0.99 1.71 1.71
H -1.33 1.73 0.83
H 0.97 1.25 -1.06
H -3.63 0.33 0.22



27
Properties=species:S:1:pos:R:3 method="wB97M-V/def2-TZVPD" homo_energy_ev=-7.85 de_lowest_kcal_mol=17.66 largest_force_ev_per_a=5.78 total_energy_ev=-21809.9547 charge=0 lumo_ev=0.40 homo_lumo_gap_ev=8.3 smiles="COC1=C(O)C=C[C@](O)(C(=O)O)[C@]1(C)O"
O -1.73 2.19 0.43
O 2.79 -0.26 -1.85
O 2.77 -1.14 0.55
O -1.77 -0.44 -1.07
O 1.31 1.39 -1.45
O 0.48 -1.65 -1.24
C -0.04 -1.78 1.11
C -0.75 0.08 -0.26
C 1.71 -0.26 0.21
C 0.38 1.47 1.32
C 0.35 -0.87 -0.04
C -3.04 -0.01 -0.80
C 1.49 0.78 1.21
C -0.76 1.31 0.43
C 1.93 0.27 -1.16
H -0.97 -2.24 0.89
H 2.91 -1.56 -0.31
H -3.21 0.89 -1.28
H 0.73 -2.51 1.36
H -3.16 0.23 0.30
H -0.23 -1.10 1.95
H 2.28 0.82 1.95
H 0.32 2.12 2.19
H -1.33 2.99 0.64
H 1.65 1.75 -2.37
H -3.77 -0.80 -1.03
H -0.37 -1.67 -1.66



23
Properties=species:S:1:pos:R:3 method="wB97M-V/def2-TZVPD" homo_energy_ev="-7.64 / -7.07" de_lowest_kcal_mol=16.64 largest_force_ev_per_a=4.83 total_energy_ev=-28100.9543 charge=0 lumo_ev="-0.92 / -0.64" homo_lumo_gap_ev="6.7 / 6.4"
P -3.51 -1.50 0.72
P -0.70 -1.17 0.35
C 4.00 -0.74 0.19
C 1.16 -0.83 0.21
C -1.31 0.69 0.23
C 1.91 -1.74 -0.58
C 1.88 0.09 1.00
C 3.29 -1.59 -0.68
C 3.23 0.07 1.01
C -3.80 0.15 0.06
C -2.54 0.71 -0.67
H -1.14 -1.40 -0.98
H -2.78 1.84 -0.98
H -1.50 1.13 1.15
H 1.41 -2.43 -1.13
H 1.34 0.77 1.62
H -4.17 0.74 1.05
H -2.34 0.12 -1.54
H 3.72 0.72 1.71
H -4.78 0.14 -0.52
H -0.52 1.19 -0.25
H 4.98 -0.69 0.35
H 3.75 -2.39 -1.26



23
Properties=species:S:1:pos:R:3 method="wB97M-V/def2-TZVPD" homo_energy_ev="-7.22 / -7.22" de_lowest_kcal_mol=100.55 largest_force_ev_per_a=4.41 total_energy_ev=-31193.7399 charge=0 lumo_ev="-0.50 / -0.51" homo_lumo_gap_ev="6.7 / 6.7"
S 2.10 -2.47 1.36
S 2.11 0.51 1.87
C 1.75 -0.93 0.94
C 0.68 0.19 -1.45
C 0.90 1.53 -1.21
C -0.90 0.08 0.48
C -0.47 1.48 0.81
C -0.12 -2.06 -0.96
C 0.00 -0.67 -0.55
C 0.33 2.16 -0.04
C -2.34 0.18 -0.04
H 1.45 -0.18 -2.28
H -2.38 0.72 -0.95
H 0.43 -2.27 -1.84
H 0.39 -2.58 -0.16
H 0.31 3.30 0.21
H 2.84 0.01 2.92
H -2.81 -0.76 0.00
H -0.94 -0.55 1.34
H 1.45 2.11 -1.92
H -0.70 1.87 1.79
H -1.15 -2.47 -1.04
H -2.94 0.81 0.74



22
Properties=species:S:1:pos:R:3 method="wB97M-V/def2-TZVPD" homo_energy_ev="-7.38 / -7.88" de_lowest_kcal_mol=128.28 largest_force_ev_per_a=6.40 total_energy_ev=-17399.1686 charge=0 lumo_ev="0.28 / -0.36" homo_lumo_gap_ev="7.7 / 7.5"
Si 1.93 -0.26 -1.60
C -1.59 0.47 3.35
C -1.79 0.52 1.99
C -1.08 0.22 -0.29
C -0.33 0.14 3.88
C -0.71 0.28 1.08
C -0.65 -0.16 -3.12
C 0.09 0.08 -1.81
C 0.70 -0.19 2.98
C 0.54 -0.15 1.60
H -2.35 0.60 3.97
H -0.35 0.10 4.97
H 1.57 -0.45 3.43
H 2.29 0.58 -0.47
H -0.01 -0.49 -3.85
H -2.02 0.57 -0.77
H 1.22 -0.47 0.95
H 1.87 -1.69 -1.27
H -1.39 -0.80 -2.86
H -1.05 0.73 -3.40
H 2.88 0.04 -2.59
H -2.84 0.82 1.68



40
Properties=species:S:1:pos:R:3 method="wB97M-V/def2-TZVPD" homo_energy_ev="-4.34 / -4.85" largest_force_ev_per_a=7.99 s2=8.81 spin_multiplicity=6 total_energy_ev=-52863.2886 charge=-1 lumo_ev="2.61 / 0.24" homo_lumo_gap_ev="6.9 / 5.1"
Ru 0.03 0.23 -0.23
S 0.22 2.08 -1.86
F -4.08 -2.77 0.14
F 3.76 2.38 0.33
F -3.53 -0.74 -0.97
F 1.49 2.71 -0.18
O 2.64 0.75 -0.98
O 2.14 1.10 1.51
O -0.87 -0.49 -1.53
O -1.94 -2.47 -0.83
O -2.47 -1.27 1.08
N 1.62 0.11 -1.52
N 0.97 0.54 1.80
N -0.86 -1.73 -0.87
N -1.35 -0.55 1.12
N 0.43 4.27 -3.79
C 0.23 -2.05 -1.55
C -0.04 2.65 2.54
C 1.55 -1.21 -1.50
C -1.33 0.46 1.95
C 0.35 3.40 -3.02
C 0.24 -3.39 -2.24
C -0.08 1.20 2.12
C -2.56 0.92 2.70
C 2.81 -2.00 -1.20
B -3.01 -1.82 -0.14
B 2.48 1.70 0.17
H 2.67 -2.57 -0.25
H -3.46 0.31 2.50
H 1.00 3.04 2.59
H 1.20 -3.59 -2.77
H 0.07 -4.20 -1.51
H -2.80 1.97 2.42
H 3.04 -2.71 -2.02
H -0.62 3.26 1.81
H -0.56 -3.41 -3.01
H 3.71 -1.36 -1.08
H -0.23 1.62 0.92
H -0.49 2.75 3.55
H -2.36 0.88 3.79



50
Properties=species:S:1:pos:R:3 method="wB97M-V/def2-TZVPD" homo_energy_ev=-8.99 de_lowest_kcal_mol=0.00 largest_force_ev_per_a=4.56 total_energy_ev=-1511463.0703 charge=0 lumo_ev=-0.27 homo_lumo_gap_ev=8.7
Br 4.65 -8.27 -5.51
Br 2.71 6.95 -0.34
Br -8.20 8.66 4.85
Br -5.22 7.84 5.63
Br -1.71 -6.73 -3.78
Br 4.49 -0.48 -4.80
Br 1.33 -7.63 -3.54
Br -5.74 9.97 3.31
Br 2.55 -1.05 -7.26
Br -3.41 7.13 2.52
Br -0.28 6.66 1.96
Br 3.77 6.73 2.65
Br 2.99 4.09 1.04
Br -2.08 -3.25 -2.58
Br 0.01 -5.89 -1.22
Br 1.93 -8.12 -7.14
Br 1.75 -2.04 -4.35
Br -3.06 -1.27 -0.27
Br 3.45 -5.44 -6.37
Br -0.70 -0.41 -2.24
Br -2.14 4.13 2.72
S 1.00 -0.33 2.78
P -0.51 2.02 2.95
F -0.89 -3.69 1.61
O -1.96 2.15 3.30
O 1.16 -1.67 3.64
O 0.26 -0.60 1.59
O -0.03 0.66 3.70
C -6.37 9.24 4.98
C -1.57 -1.87 -1.34
C 3.69 5.88 0.93
C 3.64 -7.30 -6.83
C 0.30 -3.58 2.31
C 0.09 -2.63 3.51
C -2.07 5.91 1.85
C -0.29 -7.22 -2.58
C 3.19 -1.68 -5.57
H -0.40 1.92 1.56
H 4.19 -7.35 -7.76
H -0.85 -2.30 -0.66
H -0.91 -2.20 3.49
H 0.14 -3.25 4.40
H -6.34 10.04 5.70
H 3.70 -2.62 -5.75
H 0.65 -4.56 2.63
H 0.25 3.13 3.34
H -2.28 5.77 0.79
H 4.70 5.80 0.56
H -0.60 -8.13 -2.08
H 1.02 -3.09 1.66



30
Properties=species:S:1:pos:R:3 method="wB97M-V/def2-TZVPD" homo_energy_ev="-15.56 / -15.55" de_lowest_kcal_mol=0.00 largest_force_ev_per_a=6.08 s2=9.00 spin_multiplicity=6 total_energy_ev=-155506.3948 charge=+2 lumo_ev="-10.60 / -11.46" homo_lumo_gap_ev="5.0 / 4.1"
I -0.65 2.38 -0.13
I -0.49 -2.44 -0.15
Br -2.04 -1.89 5.10
Fe 0.27 -0.02 0.02
Cl 2.47 0.03 -0.11
P 0.18 0.01 -2.30
O -2.88 -0.08 0.14
N 0.06 0.02 2.10
C -1.44 -0.01 -3.14
C -0.84 -0.74 4.19
C 1.04 1.43 -3.05
C 0.07 0.05 4.89
C 0.94 0.78 2.77
C -0.86 -0.69 2.79
C 0.96 0.84 4.17
C -1.74 0.03 -0.05
C 1.07 -1.39 -3.07
H 2.02 -1.53 -2.56
H 1.21 1.21 -4.11
H 1.68 1.51 4.65
H -2.01 0.88 -2.85
H -1.28 -0.01 -4.22
H -1.59 -1.28 2.23
H -2.00 -0.90 -2.85
H 2.00 1.56 -2.55
H 1.24 -1.16 -4.13
H 0.44 2.34 -2.94
H 0.06 0.03 5.98
H 1.63 1.35 2.16
H 0.48 -2.31 -2.98



25
Properties=species:S:1:pos:R:3 method="wB97M-V/def2-TZVPD" homo_energy_ev=-13.24 de_lowest_kcal_mol=40.90 largest_force_ev_per_a=5.87 total_energy_ev=-25592.5819 charge=+1 lumo_ev=-3.73 homo_lumo_gap_ev=9.5 smiles=C[NH+](C)[C@@H](OCl)c1ccccc1
Cl -0.34 3.43 0.37
O 0.73 2.16 -0.04
N 1.38 -0.24 0.28
C 2.70 0.17 0.83
C 0.28 0.62 0.69
C -3.18 -0.61 0.97
C -1.09 0.30 0.34
C -3.75 -0.34 -0.24
C -2.91 0.25 -1.15
C -1.60 0.62 -0.94
C 1.37 -0.19 -1.21
C -1.88 -0.31 1.29
H 0.55 -0.56 -1.70
H 3.55 -0.53 0.48
H 2.80 1.13 0.27
H 1.65 0.80 -1.43
H -1.58 -0.30 2.36
H 1.07 -1.10 0.62
H 2.26 -0.87 -1.51
H 2.83 0.41 1.85
H -4.60 -0.87 -0.65
H -3.46 0.72 -1.94
H -3.63 -1.35 1.62
H -1.11 0.93 -1.85
H 0.54 1.05 1.66



29
Properties=species:S:1:pos:R:3 method="wB97M-V/def2-TZVPD" homo_energy_ev=-12.81 de_lowest_kcal_mol=0.00 largest_force_ev_per_a=0.77 total_energy_ev=-29478.2132 charge=+1 lumo_ev=-3.49 homo_lumo_gap_ev=9.3
I 1.20 -3.18 2.97
F -1.04 -3.32 -0.35
O 0.61 1.71 0.08
O -0.70 3.34 -0.56
O -1.22 -1.69 1.14
N 1.88 -2.49 0.07
N 3.41 -3.67 1.01
C -0.61 -2.22 0.27
C 2.22 -3.11 1.21
C 3.86 -3.41 -0.26
C 2.90 -2.67 -0.85
C -1.67 1.15 0.09
C -0.51 2.09 -0.15
C 0.71 -1.69 -0.26
C -1.98 3.83 -1.00
C -2.85 4.28 0.16
H -1.74 4.67 -1.64
H -2.33 5.04 0.74
H -1.94 1.16 1.14
H -3.09 3.45 0.83
H 2.86 -2.25 -1.84
H 0.64 -1.69 -1.34
H -2.48 3.08 -1.63
H 4.79 -3.75 -0.67
H 3.93 -4.21 1.69
H -1.31 0.17 -0.17
H -3.78 4.70 -0.22
H -2.56 1.34 -0.51
H 0.81 -0.65 0.07



24
Properties=species:S:1:pos:R:3 method="wB97M-V/def2-TZVPD" homo_energy_ev=-12.03 de_lowest_kcal_mol=66.74 largest_force_ev_per_a=5.88 total_energy_ev=-12514.7256 charge=+1 lumo_ev=-3.35 homo_lumo_gap_ev=8.7 smiles=N[C@@]1(c2ccccc2)C[C@H]1[NH3+]
N -1.59 0.12 -1.30
N -0.97 -2.36 -1.82
C 2.11 2.44 1.50
C 1.21 0.10 1.31
C -0.29 -1.86 -0.58
C 1.10 2.88 0.64
C 0.18 1.94 0.09
C 2.15 1.08 1.83
C -1.36 -1.89 0.48
C 0.33 0.60 0.30
C -0.62 -0.41 -0.43
H -1.21 0.62 -2.20
H -0.57 2.47 -0.48
H -1.66 -1.58 -2.11
H 0.82 -2.13 -0.44
H 2.88 3.06 1.94
H -1.72 -3.12 -1.68
H -0.94 -1.79 1.51
H 1.14 -0.96 1.68
H -2.11 0.83 -0.74
H -0.37 -2.73 -2.63
H -2.33 -1.94 0.12
H 1.08 3.91 0.37
H 2.74 0.73 2.65



25
Properties=species:S:1:pos:R:3 method="wB97M-V/def2-TZVPD" homo_energy_ev="-12.95 / -12.24" de_lowest_kcal_mol=162.79 largest_force_ev_per_a=5.28 total_energy_ev=-14558.8414 charge=+1 lumo_ev="-5.15 / -6.60" homo_lumo_gap_ev="7.8 / 5.6" smiles="C=C1CC=CCN1CC(C)=[N+]=O"
O -1.18 -2.45 0.03
N -0.57 -1.82 0.82
N 0.27 0.77 -0.06
C -0.94 2.40 -1.36
C -0.71 1.64 -2.42
C -0.84 1.72 -0.01
C 0.78 0.26 1.16
C 0.54 -0.02 -1.19
C -0.51 0.18 -2.23
C 0.28 -1.64 3.04
C 0.05 -1.18 1.62
C 1.50 -0.97 -1.24
H 1.97 -1.37 -0.36
H -0.11 -0.30 -3.14
H 1.07 -2.46 3.02
H 1.89 0.03 1.06
H 0.58 -0.91 3.69
H -0.64 -1.97 3.49
H -1.04 3.43 -1.36
H -1.73 0.99 -0.08
H -1.36 -0.22 -1.88
H 0.61 0.90 2.09
H -0.67 2.12 -3.36
H -0.90 2.42 0.84
H 1.65 -1.54 -2.17



26
Properties=species:S:1:pos:R:3 method="wB97M-V/def2-TZVPD" homo_energy_ev="-5.68 / -5.51" de_lowest_kcal_mol=159.11 largest_force_ev_per_a=3.55 total_energy_ev=-23852.3967 charge=0 lumo_ev="-1.81 / -2.24" homo_lumo_gap_ev="3.9 / 3.3"
P 2.71 -0.35 -0.72
O 2.63 2.53 -0.79
N 0.47 0.72 2.33
N 3.45 -3.01 -0.02
C -0.70 1.46 -0.58
C 2.28 0.77 0.78
C 0.85 0.54 1.15
C 2.57 2.13 0.34
C -2.51 -1.14 0.12
C 3.18 -1.81 0.08
C -0.05 0.07 -0.13
C 0.93 -0.41 -1.22
C -0.99 -0.99 0.15
H -0.40 0.51 2.68
H -0.10 2.23 -0.10
H 2.76 2.83 1.08
H -2.94 -1.93 0.81
H -1.70 1.63 -0.28
H 0.79 -1.54 -1.34
H 4.03 -3.36 0.75
H -2.80 -1.20 -0.91
H 0.69 0.11 -2.11
H -0.42 -1.91 0.40
H 2.90 0.51 1.64
H -0.66 1.75 -1.63
H -2.92 -0.19 0.46



27
Properties=species:S:1:pos:R:3 method="wB97M-V/def2-TZVPD" homo_energy_ev=-7.65 de_lowest_kcal_mol=103.87 largest_force_ev_per_a=3.92 total_energy_ev=-43479.4210 charge=0 lumo_ev=-0.46 homo_lumo_gap_ev=7.2
S 0.53 2.47 1.74
S 1.82 -2.60 0.70
P -0.30 -2.11 0.75
N -0.85 0.61 0.47
N 1.45 0.23 0.81
C 2.71 0.85 0.62
C -3.86 -0.75 0.34
C -0.99 -2.10 -0.99
C -2.95 -0.12 1.09
C 0.22 1.10 0.89
C 4.56 -0.01 -0.77
C -2.23 1.07 0.67
C 1.17 -1.02 0.77
C 3.33 0.46 -0.63
H -2.26 2.00 1.36
H 2.46 1.90 0.78
H 2.70 0.61 -1.44
H -0.73 -1.24 -1.50
H -2.55 1.39 -0.34
H -4.39 -1.60 0.77
H -2.08 -2.02 -0.74
H 5.07 -0.04 0.18
H -2.59 -0.60 2.00
H -0.74 -3.02 -1.49
H -4.18 -0.28 -0.56
H 5.05 -0.33 -1.68
H 3.39 0.69 1.54



25
Properties=species:S:1:pos:R:3 method="wB97M-V/def2-TZVPD" homo_energy_ev="-18.09 / -18.09" de_lowest_kcal_mol=147.58 largest_force_ev_per_a=4.26 total_energy_ev=-13991.2746 charge=+2 lumo_ev="-10.91 / -10.91" homo_lumo_gap_ev="7.2 / 7.2"
N 1.49 -1.64 -1.12
N -0.10 2.14 -1.53
N -0.28 -0.05 0.57
C -0.45 -0.07 -0.85
C 1.17 -2.11 -0.12
C 0.36 0.84 -1.70
C -0.14 2.88 -0.53
C 0.21 0.98 1.24
C 0.68 -2.25 1.20
C -1.36 -1.03 -1.39
C -0.57 -1.29 1.40
C 0.48 2.30 0.78
H 1.60 2.44 0.48
H -1.85 -1.74 -0.81
H 1.45 -2.01 1.83
H 0.65 2.88 1.70
H -2.24 -0.56 -1.87
H 0.17 0.44 -2.64
H -0.89 -1.43 -2.22
H 0.38 -3.27 1.70
H -0.49 3.87 -0.47
H 1.36 0.88 -1.36
H -1.44 -1.68 0.99
H 0.33 0.65 2.20
H -0.54 -1.18 2.52



27
Properties=species:S:1:pos:R:3 method="wB97M-V/def2-TZVPD" homo_energy_ev="-7.29 / -8.50" de_lowest_kcal_mol=30.41 largest_force_ev_per_a=3.83 s2=2.05 spin_multiplicity=3 total_energy_ev=-18104.3042 charge=0 lumo_ev="0.59 / -0.81" homo_lumo_gap_ev="7.9 / 7.7"
O 1.42 0.76 0.09
O 6.23 1.15 0.99
N 5.46 0.24 0.59
N -0.70 0.00 -0.09
N 1.02 -1.02 -1.28
C -2.63 -0.76 0.87
C -1.28 1.10 0.65
C 3.35 -1.15 -0.68
C 2.33 -1.42 -1.49
C -2.63 0.67 1.21
C 3.38 -0.77 0.73
C -1.92 -0.82 -0.46
C 4.35 -0.07 1.33
C 0.63 0.01 -0.43
H -2.11 -1.44 1.59
H -3.62 -1.10 0.77
H 4.26 -1.19 -1.15
H 0.23 -1.62 -1.51
H -1.71 -1.73 -0.86
H 2.57 -1.24 1.30
H -2.40 -0.15 -1.20
H -1.40 2.01 0.04
H 2.43 -1.70 -2.57
H -2.85 0.81 2.34
H -3.52 1.23 0.77
H 4.23 0.32 2.37
H -0.59 1.32 1.50



27
Properties=species:S:1:pos:R:3 method="wB97M-V/def2-TZVPD" homo_energy_ev="-12.30 / -12.30" de_lowest_kcal_mol=91.83 largest_force_ev_per_a=5.86 total_energy_ev=-25339.9354 charge=+1 lumo_ev="-5.82 / -5.82" homo_lumo_gap_ev="6.5 / 6.5"
P 0.29 0.69 3.33
O -0.26 1.12 4.61
N -2.42 -1.01 -0.26
N -0.80 0.19 2.18
N -0.48 -0.08 0.89
C 0.45 -1.70 -3.47
C -2.15 -0.03 2.56
C -0.21 -1.64 -2.24
C -0.29 -0.55 -1.37
C -1.22 -0.64 -0.19
C 0.38 0.64 -1.73
C 1.25 -0.63 -3.71
C 1.27 0.47 -2.80
C 1.78 1.42 2.70
H -2.91 0.32 1.78
H 1.75 -0.74 -4.66
H 0.47 -0.27 0.64
H -2.56 0.58 3.26
H 0.35 -2.56 -4.09
H 2.55 0.80 2.22
H -0.78 -2.61 -2.06
H -2.91 -1.33 -1.06
H 1.66 2.13 1.98
H 1.79 1.35 -2.95
H 2.16 2.03 3.42
H 0.34 1.60 -1.18
H -2.42 -1.18 2.68